{
  "formula": "CH3F3N2P",
  "method": "ωB97M-V/def2-TZVPD",
  "species": ["N", "C", "F", "N", "P", "F", "F", "H", "H", "H"],
  "xyz": [[1.849, 0.280, -0.102], [0.521, 0.469, -0.139], [0.175, 1.402, -0.937], [-0.452, -0.345, 0.362], [-2.217, 0.059, 0.194], [-2.120, -0.193, -1.359], [-2.627, -1.408, 0.651], [2.431, -0.330, 0.522], [2.399, 1.120, -0.241], [0.040, -1.054, 1.049]],
  "mulliken_charge": [-0.370, 0.705, -0.138, -0.249, 0.545, -0.191, -0.208, 0.293, 0.299, 0.313],
  "charge": 1,
  "orbital_gap_ev": 11.496,
  "smiles": "N/C(F)=[NH+]/P(F)F",
  "e_lumo_ev": -4.5180,
  "relative_energy_kcal_mol": 7.0
}

---

{
  "formula": "C5H11NO2",
  "method": "ωB97M-V/def2-TZVPD",
  "species": ["O", "C", "N", "C", "C", "C", "O", "C", "H", "H", "H", "H", "H", "H", "H", "H", "H", "H", "H"],
  "xyz": [[3.243, -1.143, 0.351], [2.192, -1.288, -0.173], [1.103, -0.436, 0.241], [0.009, -0.144, -0.609], [-1.273, 0.095, 0.288], [-1.240, -0.582, 1.639], [-1.410, 1.480, 0.576], [0.418, 1.087, -1.476], [1.843, -1.969, -0.957], [1.389, 0.379, 0.797], [-0.105, -0.959, -1.321], [-2.133, -0.233, -0.279], [-0.463, -0.188, 2.291], [-0.978, -1.641, 1.571], [-2.221, -0.512, 2.097], [-1.960, 1.907, -0.089], [0.011, 0.948, -2.468], [0.080, 1.985, -0.961], [1.494, 1.215, -1.519]],
  "mulliken_charge": [-0.313, 0.090, -0.047, 0.115, -0.021, -1.434, -0.554, -1.308, 0.379, 0.382, 0.605, 0.473, 0.392, 0.390, 0.358, 0.359, 0.343, 0.398, 0.393],
  "charge": 1,
  "orbital_gap_ev": [11.517, 6.518],
  "e_lumo_ev": [-3.8991, -8.8213],
  "relative_energy_kcal_mol": 36.0,
  "spin_multiplicity": 2,
  "s_squared": 0.76
}

---

{
  "formula": "C5H8O",
  "method": "ωB97M-V/def2-TZVPD",
  "species": ["C", "C", "C", "C", "O", "C", "H", "H", "H", "H", "H", "H", "H", "H"],
  "xyz": [[-0.567, 0.883, 1.299], [-0.012, -0.233, 0.420], [1.336, -0.205, -0.306], [0.513, -1.030, -1.550], [0.788, -1.894, -2.337], [-0.844, -0.264, -0.827], [-0.320, 1.866, 0.879], [-1.671, 0.853, 1.383], [-0.167, 0.785, 2.300], [-0.058, -1.210, 0.931], [2.207, -0.535, 0.305], [1.588, 0.792, -0.699], [-1.886, -0.579, -0.585], [-0.908, 0.772, -1.214]],
  "mulliken_charge": [-1.364, 0.306, -0.665, 0.377, -0.484, -0.726, 0.336, 0.326, 0.370, 0.281, 0.322, 0.263, 0.371, 0.286],
  "charge": 0,
  "orbital_gap_ev": 10.376,
  "smiles": "CC1CC(=O)C1",
  "e_lumo_ev": 0.9436,
  "relative_energy_kcal_mol": 46.8
}

---

{
  "formula": "C37H43N4PSV",
  "method": "ωB97M-V/def2-TZVPD",
  "species": ["V", "C", "C", "C", "C", "N", "C", "C", "C", "C", "C", "C", "N", "H", "H", "H", "H", "H", "H", "H", "H", "C", "C", "C", "P", "C", "C", "C", "C", "C", "C", "C", "C", "C", "C", "N", "C", "C", "C", "C", "C", "C", "C", "C", "C", "H", "H", "H", "H", "H", "H", "H", "H", "H", "H", "H", "H", "H", "H", "H", "H", "H", "H", "H", "H", "H", "H", "H", "H", "H", "H", "H", "H", "H", "H", "H", "S", "C", "C", "C", "C", "C", "N", "H", "H", "H", "H"],
  "xyz": [[0.223, 0.753, -0.780], [-1.077, 2.850, 2.642], [-1.838, 3.900, 2.103], [-1.912, 3.990, 0.737], [-1.235, 3.071, -0.084], [-0.539, 2.016, 0.449], [-0.479, 1.959, 1.790], [-1.195, 3.204, -1.513], [-1.982, 4.124, -2.233], [-1.896, 4.174, -3.601], [-1.010, 3.311, -4.246], [-0.245, 2.460, -3.474], [-0.329, 2.381, -2.151], [-0.974, 2.735, 3.709], [-2.340, 4.612, 2.739], [-2.483, 4.785, 0.286], [0.087, 1.133, 2.197], [-2.659, 4.784, -1.716], [-2.502, 4.869, -4.161], [-0.917, 3.309, -5.319], [0.483, 1.816, -3.956], [4.803, -0.564, 1.058], [3.649, -0.399, 0.071], [3.207, -1.780, -0.403], [2.122, 0.546, 0.644], [2.965, 2.119, 1.294], [2.891, 2.389, 2.794], [2.433, 3.314, 0.498], [1.492, -0.592, 1.906], [2.164, -1.034, 3.043], [1.714, -2.118, 3.780], [2.493, -2.693, 4.928], [0.521, -2.724, 3.382], [-0.194, -2.279, 2.298], [0.275, -1.212, 1.493], [-0.385, -0.765, 0.408], [-1.577, -1.421, 0.042], [-1.527, -2.593, -0.736], [-0.213, -3.220, -1.083], [-2.697, -3.201, -1.165], [-3.945, -2.691, -0.845], [-5.200, -3.372, -1.311], [-3.994, -1.565, -0.039], [-2.842, -0.942, 0.423], [-2.999, 0.215, 1.365], [5.587, -1.136, 0.563], [4.496, -1.127, 1.934], [5.235, 0.381, 1.380], [4.005, 0.175, -0.796], [2.826, -2.374, 0.428], [4.044, -2.307, -0.858], [2.425, -1.677, -1.155], [4.019, 2.006, 1.013], [1.874, 2.289, 3.162], [3.221, 3.411, 2.984], [3.536, 1.709, 3.349], [1.450, 3.628, 0.848], [2.370, 3.067, -0.565], [3.108, 4.164, 0.608], [3.055, -0.515, 3.367], [3.376, -2.100, 5.152], [2.815, -3.705, 4.678], [1.877, -2.761, 5.825], [0.152, -3.567, 3.952], [-1.128, -2.763, 2.038], [-0.011, -4.053, -0.405], [0.590, -2.495, -0.977], [-0.228, -3.598, -2.104], [-2.627, -4.089, -1.779], [-5.051, -3.838, -2.285], [-6.030, -2.668, -1.376], [-5.486, -4.157, -0.607], [-4.957, -1.159, 0.249], [-3.871, 0.077, 2.004], [-3.133, 1.148, 0.810], [-2.122, 0.313, 1.998], [2.022, 0.305, -2.591], [0.629, -0.538, -3.094], [0.597, -1.381, -4.215], [-0.625, -1.822, -4.669], [-1.783, -1.417, -4.000], [-1.654, -0.661, -2.851], [-0.478, -0.258, -2.383], [1.526, -1.645, -4.701], [-0.690, -2.457, -5.541], [-2.763, -1.697, -4.356], [-2.530, -0.362, -2.288]],
  "mulliken_charge": [-1.312, -0.650, -1.433, -0.753, 0.018, 1.781, -1.253, 1.031, -1.153, -0.697, -0.997, -0.186, 0.626, 0.576, 0.431, 0.412, 0.300, 0.380, 0.450, 0.457, 0.503, -1.413, 0.246, -1.018, 2.059, 0.710, -1.514, -1.599, 0.076, -0.619, 0.318, -1.857, -1.194, -0.928, 0.249, 1.224, -0.571, 1.487, -2.004, -0.866, 0.750, -1.726, -1.021, 0.901, -1.640, 0.465, 0.272, 0.370, 0.692, 0.118, 0.683, -0.169, 0.882, 0.205, 0.486, 0.285, 0.280, 0.284, 0.525, 0.242, 0.353, 0.337, 0.396, 0.407, 0.607, 0.406, 0.025, 0.483, 0.411, 0.405, 0.413, 0.272, 0.461, 0.582, 0.186, 0.047, -0.448, 0.434, -1.143, -0.538, -1.171, -0.713, 1.437, 0.488, 0.386, 0.513, 0.767],
  "charge": 0,
  "orbital_gap_ev": [5.874, 5.447],
  "e_lumo_ev": [0.0335, -0.1715],
  "relative_energy_kcal_mol": 0.0,
  "spin_multiplicity": 2,
  "s_squared": 1.03
}

---

{
  "formula": "C21H15Cl2IInN5",
  "method": "ωB97M-V/def2-TZVPD",
  "species": ["In", "C", "C", "C", "C", "C", "C", "N", "N", "C", "C", "C", "C", "C", "C", "H", "H", "H", "H", "H", "H", "H", "H", "H", "I", "C", "C", "N", "N", "C", "H", "H", "H", "Cl", "C", "C", "C", "C", "C", "Cl", "C", "N", "H", "H", "H"],
  "xyz": [[-0.076, 0.495, 0.691], [-1.272, -2.094, -4.461], [-0.640, -0.971, -3.949], [-0.627, -0.748, -2.580], [-1.249, -1.657, -1.733], [-1.888, -2.788, -2.240], [-1.896, -2.998, -3.607], [-1.178, -1.370, -0.343], [-1.653, -2.198, 0.447], [-1.551, -1.855, 1.831], [-2.115, -2.776, 2.706], [-2.069, -2.518, 4.067], [-1.468, -1.353, 4.523], [-0.908, -0.444, 3.627], [-0.939, -0.677, 2.259], [-1.285, -2.266, -5.529], [-0.157, -0.265, -4.610], [-0.131, 0.130, -2.176], [-2.372, -3.477, -1.563], [-2.393, -3.869, -4.013], [-2.579, -3.670, 2.311], [-2.503, -3.218, 4.768], [-1.432, -1.147, 5.585], [-0.448, 0.455, 4.019], [6.004, -1.235, -0.087], [3.954, -1.408, -0.115], [3.213, -2.519, -0.444], [1.922, -2.164, -0.329], [1.787, -0.886, 0.052], [3.015, -0.408, 0.186], [3.508, -3.507, -0.753], [1.107, -2.725, -0.517], [3.141, 0.634, 0.445], [3.360, 3.760, -0.121], [1.700, 4.272, 0.016], [1.430, 5.620, 0.015], [0.121, 6.079, 0.130], [-0.895, 5.149, 0.246], [-0.594, 3.800, 0.252], [-1.959, 2.696, 0.387], [0.708, 3.244, 0.129], [1.075, 1.965, 0.085], [2.255, 6.315, -0.073], [-0.095, 7.138, 0.128], [-1.927, 5.460, 0.336]],
  "mulliken_charge": [0.675, -0.419, -0.884, 0.002, 0.266, -0.347, -0.598, 0.514, -0.631, 0.819, -0.336, -0.539, -0.533, -0.643, -0.614, 0.392, 0.410, 0.413, 0.430, 0.377, 0.454, 0.373, 0.381, 0.418, 0.130, -0.774, -0.082, -0.073, 0.086, -0.179, 0.465, 0.124, 0.424, -0.240, 0.503, -0.726, -0.287, -0.871, 1.102, -0.257, -0.475, -0.365, 0.379, 0.356, 0.379],
  "charge": 0,
  "orbital_gap_ev": 4.872,
  "e_lumo_ev": -1.4565,
  "relative_energy_kcal_mol": 14.2
}

---

{
  "formula": "C5H7N",
  "method": "ωB97M-V/def2-TZVPD",
  "species": ["C", "C", "C", "C", "N", "C", "H", "H", "H", "H", "H", "H", "H"],
  "xyz": [[-1.910, 0.679, -2.113], [-1.457, 0.657, -0.997], [-0.716, 0.058, 0.088], [-0.349, 0.187, 1.533], [0.590, 0.488, 0.480], [1.756, -0.281, 0.103], [-2.288, 0.391, -3.063], [-0.912, -0.991, -0.179], [-0.327, -0.803, 2.003], [-0.603, 0.998, 2.212], [1.868, -0.174, -0.983], [1.695, -1.353, 0.346], [2.652, 0.143, 0.570]],
  "mulliken_charge": [-0.218, -0.797, 0.211, -0.168, -0.261, -0.766, 0.384, 0.266, 0.257, 0.235, 0.283, 0.304, 0.270],
  "charge": 0,
  "orbital_gap_ev": 10.513,
  "smiles": "C#C[C@@H]1CN1C",
  "e_lumo_ev": 0.9997,
  "relative_energy_kcal_mol": 93.3
}

---

{
  "formula": "S2",
  "method": "ωB97M-V/def2-TZVPD",
  "species": ["S", "S"],
  "xyz": [[-0.017, 0.287, 1.867], [0.017, -0.287, -1.867]],
  "mulliken_charge": [0.000, 0.000],
  "charge": 0,
  "orbital_gap_ev": 3.854,
  "e_lumo_ev": -5.4507,
  "relative_energy_kcal_mol": 183.9
}

---

{
  "formula": "C3H12N2O2",
  "method": "ωB97M-V/def2-TZVPD",
  "species": ["C", "C", "N", "C", "N", "H", "H", "H", "H", "H", "H", "H", "H", "O", "H", "H", "O", "H", "H"],
  "xyz": [[-2.068, -0.246, 0.541], [-0.594, 0.042, 0.371], [0.154, -1.229, 0.405], [1.373, -1.157, 0.053], [2.140, -0.030, -0.033], [-2.401, -0.685, -0.408], [-2.161, -1.187, 1.079], [-2.767, 0.514, 0.859], [-0.448, 0.511, -0.603], [-0.202, 0.596, 1.232], [1.787, -1.995, -0.512], [1.886, 0.782, 0.498], [3.094, -0.194, -0.294], [0.418, 3.563, -3.596], [0.512, 4.451, -3.207], [0.072, 3.871, -4.448], [-0.424, -2.243, 2.918], [0.014, -2.175, 2.045], [-0.385, -3.188, 3.101]],
  "mulliken_charge": [-1.242, -0.334, -0.602, 0.082, -0.379, 0.328, 0.314, 0.344, 0.424, 0.260, 0.360, 0.189, 0.225, -0.632, 0.316, 0.317, -0.658, 0.379, 0.309],
  "charge": 0,
  "orbital_gap_ev": 9.599,
  "smiles": "CC/N=C\\N.O.O",
  "e_lumo_ev": 0.7519,
  "relative_energy_kcal_mol": 38.4
}

---

| no. | E (eV) | largest force on an atom (eV Å⁻¹) |
| --- | --- | --- |
| 1 | -21501.9085 | 4.50 |
| 2 | -10938.9136 | 1.53 |
| 3 | -7360.2244 | 2.31 |
| 4 | -90841.0402 | 2.00 |
| 5 | -67787.6782 | 0.40 |
| 6 | -6784.4682 | 1.01 |
| 7 | -21661.0212 | 2.33 |
| 8 | -10379.8840 | 2.32 |